No. 1
Density functional theory data (wB97M-V/def2-TZVPD) for C26H31AlIO5S as an isolated structure at a distorted geometry.

Cartesian coordinates (Å):
C -4.089 3.699 3.980
C -2.843 3.683 3.067
C -1.509 3.389 3.776
I -1.141 5.083 5.140
Al 0.104 3.331 2.520
S -0.142 4.603 0.619
C 0.681 1.446 2.015
O -0.412 0.452 1.904
C -0.745 0.204 0.597
C -1.604 1.112 0.010
C -2.041 0.950 -1.283
C -3.014 1.937 -1.894
C -1.578 -0.155 -1.975
C -0.709 -1.052 -1.405
C -0.251 -0.910 -0.097
C 0.693 -1.990 0.465
C 1.673 -1.515 1.544
C 1.584 -2.548 -0.706
H -3.915 4.162 4.957
H -4.892 4.272 3.494
H -4.425 2.669 4.166
H -2.992 2.848 2.360
H -2.769 4.602 2.477
H -1.580 2.522 4.444
H 1.344 3.980 3.319
H -1.441 4.932 0.468
H 1.238 1.417 1.063
H 1.383 1.088 2.785
H -1.951 1.982 0.562
H -3.001 2.889 -1.356
H -2.891 2.037 -2.982
H -4.021 1.515 -1.734
H -1.921 -0.316 -2.999
H -0.428 -1.888 -2.036
H 0.084 -2.847 0.796
H 2.357 -2.327 1.829
H 1.091 -1.304 2.452
H 2.190 -0.588 1.298
H 2.015 -1.657 -1.184
H 1.016 -3.139 -1.427
H 2.412 -3.100 -0.232
C 2.039 -6.355 3.050
C 2.430 -5.515 2.095
C 3.850 -5.441 1.669
O 4.204 -4.675 0.800
C 4.816 -6.341 2.347
C 4.425 -7.180 3.301
C 3.005 -7.254 3.728
O 2.649 -8.022 4.597
H 1.009 -6.423 3.376
H 1.740 -4.851 1.588
H 5.846 -6.272 2.021
H 5.114 -7.843 3.808
C -0.618 2.356 -4.687
C 0.626 2.162 -5.118
C 0.976 2.325 -6.549
O 2.108 2.148 -6.950
C -0.114 2.713 -7.481
C -1.357 2.906 -7.048
C -1.705 2.743 -5.614
O -2.840 2.923 -5.220
H -0.891 2.241 -3.646
H 1.432 1.880 -4.453
H 0.161 2.827 -8.522
H -2.165 3.189 -7.711

Properties
E_HOMO	-4.8016	eV
LUMO energy	-0.0066	Ha
charge	-1

=====

No. 2
Density functional theory data (wB97M-V/def2-TZVPD) for an isolated ion of composition C5H11N3 and charge +2 at a distorted geometry.

Cartesian coordinates (Å):
C -2.679 0.873 -2.358
C -2.087 0.143 -1.483
N -1.458 -0.506 -0.674
C -1.008 -1.354 0.137
C 0.297 -1.300 0.862
N 1.078 -0.111 0.793
C 1.455 0.625 -0.575
N 1.471 0.587 1.959
H -2.321 1.842 -2.681
H -3.603 0.548 -2.821
H -1.564 -2.281 0.272
H 0.102 -1.556 1.912
H 0.862 -2.168 0.460
H 1.307 -0.093 -1.368
H 0.822 1.497 -0.698
H 2.504 0.894 -0.520
H 2.174 1.299 1.679
H 1.946 -0.033 2.649
H 0.703 1.093 2.455

Properties
relative energy (zero: lowest compared OMol25 entry of this formula, charge and spin)	527.1	kJ/mol
SMILES string	C=C=[N+]=CCN(C)[NH3+]
E_HOMO	-17.9969	eV
LUMO energy	-0.3266	Ha
charge	+2

=====

No. 3
Density functional theory data (wB97M-V/def2-TZVPD) for C2Br2F2 as an isolated structure at a distorted geometry.

Cartesian coordinates (Å):
C 1.192 0.125 -0.372
C -1.918 -0.513 -0.296
F 1.702 0.456 0.791
F 1.723 0.967 -1.261
Br -1.981 -1.921 0.960
Br -0.719 0.886 0.178

Properties
relative energy (zero: lowest compared OMol25 entry of this formula, charge and spin)	533.7	kJ/mol
E_HOMO (spin up / spin down)	-9.1950 / -9.1930	eV
LUMO energy (spin up / spin down)	-0.0787 / -0.0788	Ha

=====

No. 4
Density functional theory data (wB97M-V/def2-TZVPD) for an isolated molecule of C3H4INO at a distorted geometry.

Cartesian coordinates (Å):
I -3.389 0.015 -0.067
C -1.343 -0.055 -0.042
N -0.634 -1.137 0.016
C 0.727 -0.738 0.009
C 0.657 0.828 -0.038
O -0.709 1.077 -0.173
H 1.233 -1.333 -0.720
H 0.994 -0.945 0.993
H 1.164 1.201 0.881
H 1.302 1.088 -0.859

Properties
relative energy (zero: lowest compared OMol25 entry of this formula, charge and spin)	80.2	kJ/mol
SMILES string	IC1=NCCO1
E_HOMO	-9.2620	eV
LUMO energy	0.0182	Ha

=====

No. 5
Density functional theory data (wB97M-V/def2-TZVPD) for a 8-piece molecular cluster, C5H26NO9 overall at a distorted geometry.

Cartesian coordinates (Å):
C 2.415 0.479 1.473
C 1.253 0.578 0.494
C 0.817 -0.908 -0.141
C 1.878 -1.992 -0.090
O -0.314 -1.489 0.509
N 0.060 1.025 1.152
C -0.731 2.031 0.263
O 0.065 2.870 -0.484
H 3.399 0.368 1.051
H 2.683 1.576 1.939
H 2.354 -0.192 2.315
H 1.359 1.200 -0.346
H 0.449 -0.649 -1.134
H 2.472 -2.032 0.819
H 1.294 -2.861 -0.440
H 2.627 -1.999 -1.003
H -0.968 -0.840 0.801
H 0.286 1.347 2.147
H -1.336 2.757 1.002
H -1.270 1.308 -0.401
H 1.390 -4.037 2.767
H 1.291 -2.591 3.285
O 1.912 -3.298 3.129
H 0.610 2.746 -2.057
H 0.289 2.042 -3.449
O 0.867 2.721 -3.003
H -3.706 2.785 -1.401
H -2.666 2.138 -2.267
O -3.428 1.909 -1.685
H -0.945 4.205 -2.971
H -0.733 3.764 -1.276
O -1.412 4.144 -2.179
H -1.106 -3.379 -0.316
H -1.483 -3.109 0.994
O -1.658 -3.751 0.316
H -2.606 -2.439 -3.119
H -2.548 -1.280 -2.197
O -2.533 -1.485 -3.127
H -0.056 -1.541 2.190
H -0.187 -0.585 3.273
O -0.086 -1.536 3.169

Properties
relative energy (zero: lowest compared OMol25 entry of this formula, charge and spin)	261.9	kJ/mol
E_HOMO	-5.4549	eV
LUMO energy	0.1002	Ha
charge	-1

=====

No. 6
Density functional theory data (wB97M-V/def2-TZVPD) for C22H29Cl14N3 as an isolated structure at a distorted geometry.

Cartesian coordinates (Å):
N -1.155 1.170 3.607
C -1.333 2.198 2.748
C -2.634 2.728 2.487
C -3.711 2.248 3.233
C -3.561 1.286 4.214
C -2.259 0.709 4.268
H -0.503 2.593 2.181
H -2.846 3.370 1.645
H -4.699 2.642 3.045
H -4.378 0.818 4.743
H -2.239 -0.200 4.851
N -3.493 -3.525 0.543
C -2.814 -3.900 1.690
C -2.266 -2.959 2.560
C -2.168 -1.630 2.170
C -2.755 -1.242 0.933
C -3.440 -2.205 0.175
H -2.635 -4.963 1.756
H -1.691 -3.279 3.417
H -1.587 -1.013 2.840
H -2.703 -0.225 0.573
H -3.896 -1.919 -0.762
N 1.848 0.953 -0.598
C 1.495 -0.040 -1.415
C 0.360 -0.791 -1.208
C -0.563 -0.366 -0.202
C -0.211 0.684 0.670
C 1.003 1.251 0.456
H 2.211 -0.436 -2.120
H 0.073 -1.626 -1.829
H -1.432 -1.001 -0.104
H -0.844 1.046 1.467
H 1.406 1.951 1.173
C 3.367 -0.875 0.877
Cl 3.542 -0.414 2.594
Cl 4.641 -0.110 -0.095
H 3.564 -1.933 0.703
H 2.375 -0.576 0.538
C 3.517 2.729 0.419
Cl 2.056 3.610 0.879
Cl 4.502 2.143 1.775
H 3.249 1.890 -0.224
H 4.140 3.443 -0.120
C -3.286 1.448 0.341
Cl -1.729 2.286 0.075
Cl -4.657 2.648 0.229
H -3.401 0.692 -0.435
H -3.243 0.927 1.297
C -0.961 -3.414 -3.875
Cl -0.974 -2.000 -2.757
Cl -2.572 -3.717 -4.591
H -0.219 -3.147 -4.628
H -0.587 -4.292 -3.349
C 3.031 -2.888 -2.920
Cl 3.124 -1.803 -4.367
Cl 2.964 -1.811 -1.447
H 2.089 -3.432 -2.852
H 3.885 -3.557 -2.810
C 0.960 2.982 -2.274
Cl -0.814 2.886 -2.083
Cl 1.436 2.350 -3.865
H 1.095 4.062 -2.221
H 1.514 2.380 -1.554
C 4.129 0.555 -2.322
Cl 3.195 1.057 -3.784
Cl 5.862 0.703 -2.600
H 3.821 1.320 -1.609
H 3.802 -0.472 -2.155

Properties
relative energy (zero: lowest compared OMol25 entry of this formula, charge and spin)	1750.4	kJ/mol
E_HOMO	-7.5825	eV
LUMO energy	-0.0099	Ha

=====

No. 7
Density functional theory data (wB97M-V/def2-TZVPD) for C28H33N3O4V as an isolated structure.

Cartesian coordinates (Å):
V 0.021 -0.741 0.325
O 2.343 -1.994 -2.816
C 1.386 -1.747 -1.923
O 1.532 -0.799 -1.060
C 0.239 -2.562 -1.875
C -0.078 -3.753 -2.570
C -1.203 -4.433 -2.211
C -2.042 -3.986 -1.136
C -1.708 -2.831 -0.517
N -0.623 -2.118 -0.901
C -2.373 -2.210 0.709
O -3.415 -2.623 1.137
O -1.645 -1.213 1.218
H 3.054 -1.355 -2.653
H 0.579 -4.112 -3.350
H -1.452 -5.349 -2.732
H -2.903 -4.545 -0.798
C 2.251 4.140 -0.785
C 1.733 2.798 -1.302
C 2.565 2.315 -2.491
C 0.257 2.860 -1.672
C -0.147 3.711 -2.695
C -1.458 3.717 -3.141
C -2.376 2.847 -2.579
C -2.022 1.982 -1.547
C -3.068 1.045 -0.975
C -3.425 -0.043 -1.991
C -4.333 1.783 -0.534
C -0.703 2.028 -1.085
N -0.280 1.239 0.049
C -0.007 1.886 1.148
C 0.585 1.206 2.235
C 1.039 1.609 3.484
C 1.594 0.474 4.079
C 1.456 -0.586 3.171
N 0.853 -0.149 2.052
C 1.823 -2.037 3.357
C 0.551 -2.846 3.643
C 2.484 -2.581 2.088
C 2.792 -2.186 4.531
H 3.301 4.060 -0.496
H 1.687 4.483 0.086
H 2.176 4.915 -1.552
H 1.863 2.060 -0.513
H 2.522 3.024 -3.322
H 2.202 1.351 -2.855
H 3.613 2.202 -2.202
H 0.580 4.371 -3.154
H -1.761 4.394 -3.930
H -3.398 2.842 -2.940
H -2.650 0.579 -0.083
H -3.901 0.402 -2.870
H -4.124 -0.762 -1.559
H -2.543 -0.583 -2.333
H -4.897 2.162 -1.391
H -4.100 2.628 0.116
H -4.986 1.104 0.017
H -0.243 2.946 1.219
H 0.981 2.606 3.896
H 2.052 0.418 5.054
H -0.173 -2.759 2.829
H 0.059 -2.491 4.551
H 0.800 -3.902 3.776
H 1.814 -2.543 1.223
H 2.758 -3.629 2.229
H 3.381 -2.016 1.829
H 2.326 -1.888 5.472
H 3.690 -1.581 4.388
H 3.096 -3.230 4.627

Properties
relative energy (zero: lowest compared OMol25 entry of this formula, charge and spin)	0.0	kJ/mol
E_HOMO (spin up / spin down)	-6.7173 / -7.9749	eV
LUMO energy (spin up / spin down)	-0.0038 / -0.0294	Ha
multiplicity	4

=====

No. 8
Density functional theory data (wB97M-V/def2-TZVPD) for C24H21F6N6O6ReSSb as an isolated structure.

Cartesian coordinates (Å):
Re 0.853 -0.882 -0.258
O 2.824 -4.302 1.044
C 2.218 -3.473 0.406
N 2.003 -2.172 0.774
C 2.458 -1.797 2.103
C 1.352 -0.997 2.708
C 1.242 -0.689 4.054
C 0.209 0.126 4.468
C -0.690 0.622 3.528
C -0.530 0.279 2.210
N 0.468 -0.536 1.817
C 1.572 -3.760 -0.904
C 1.691 -4.967 -1.558
C 1.051 -5.113 -2.778
C 0.329 -4.046 -3.291
C 0.259 -2.864 -2.580
N 0.867 -2.734 -1.392
H 2.685 -2.693 2.681
H 3.362 -1.182 2.050
H 1.974 -1.076 4.749
H 0.106 0.387 5.512
H -1.497 1.281 3.811
H -1.176 0.667 1.434
H 2.281 -5.749 -1.101
H 1.122 -6.042 -3.327
H -0.172 -4.111 -4.246
H -0.266 -2.000 -2.960
C -1.851 5.992 0.575
C -1.723 4.730 -0.224
C -2.591 3.655 -0.019
C -2.466 2.492 -0.756
C -1.450 2.397 -1.699
C -0.585 3.453 -1.934
C -0.733 4.615 -1.196
S -1.244 0.909 -2.594
O -0.101 1.019 -3.440
O -2.509 0.480 -3.117
N -0.844 -0.214 -1.417
C -1.753 -1.042 -0.822
C -3.130 -1.285 -0.939
C -3.662 -2.255 -0.118
C -2.877 -2.977 0.795
C -1.540 -2.692 0.866
N -1.027 -1.741 0.072
H -2.660 5.924 1.300
H -2.049 6.843 -0.077
H -0.924 6.196 1.112
H -3.382 3.742 0.716
H -3.167 1.677 -0.616
H 0.192 3.358 -2.678
H -0.059 5.444 -1.373
H -3.724 -0.744 -1.655
H -4.722 -2.467 -0.184
H -3.308 -3.737 1.429
H -0.857 -3.186 1.544
F 0.801 1.096 0.069
Sb 2.622 2.528 0.648
F 1.025 3.180 1.414
F 3.286 4.240 0.982
F 2.647 1.293 2.084
F 4.407 2.026 0.379
F 2.256 2.799 -1.158
O 2.830 0.071 -0.483
N 2.828 0.051 -1.781
O 3.660 0.522 -2.460
O 1.789 -0.570 -2.198

Properties
E_HOMO (spin up / spin down)	-11.6618 / -11.6869	eV
LUMO energy (spin up / spin down)	-0.1415 / -0.2135	Ha
multiplicity	3
charge	+1

=====

In order of appearance, calculated total energy = -63235.4433 -9812.4803 -147586.8961 -14812.5825 -25524.0998 -203047.8420 -67923.0267 -82256.9630 eV.